DFT (ωB97M-V with the def2-TZVPD basis set) results for C7H23NPZn as an isolated structure at a distorted geometry.

Properties
Frontier orbital gap (alpha / beta) = 3.47 / 3.23 eV
Calculated total energy = -66821.709 eV
HOMO (alpha / beta) = -1.105 / -0.818 eV
Energy relative to the best compared isomer or geometry (same formula, charge and spin) = 27.93 kcal/mol
LUMO (alpha / beta) = 2.36 / 2.41 eV

```
! wB97M-V def2-TZVPD RIJCOSX def2/J DEFGRID3
* xyz -1 1
C 3.822 0.281 -2.352
Zn 0.889 1.306 -0.225
N 2.007 2.627 0.587
H 5.826 -0.112 -3.370
H 1.365 3.389 0.413
H 5.004 -0.054 -2.754
H 3.917 1.387 -2.157
H 2.810 0.064 -2.886
H 3.847 -0.337 -1.411
H 1.972 2.390 1.567
H 2.973 2.903 0.325
C 0.135 -2.639 -0.082
C -0.974 -1.639 -0.456
P -0.864 -0.020 0.182
C -2.120 1.112 -0.396
C -3.484 0.453 -0.425
C -0.755 -0.026 1.994
C -1.934 -0.787 2.581
H 1.092 -2.390 -0.502
H -0.174 -3.633 -0.436
H 0.224 -2.718 1.034
H -1.047 -1.541 -1.567
H -1.936 -1.963 -0.080
H -2.086 1.964 0.321
H -1.770 1.506 -1.357
H -3.858 0.236 0.560
H -4.194 1.112 -0.913
H -3.463 -0.496 -1.002
H 0.220 -0.443 2.255
H -0.757 1.039 2.300
H -2.028 -1.816 2.165
H -1.781 -0.896 3.664
H -2.876 -0.258 2.423
*
```

Löwdin atomic charge list, values in e, 2 entries: C -0.356; Zn 0.118